30
Properties=species:S:1:pos:R:3:mulliken_charge:R:1 method="wB97M-V/def2-TZVPD" e_homo_ev=-13.68 charge=+1 max_force_ev_per_a=1.8 smiles="NC1=[NH+][C@H](C(F)(F)F)O[C@@H](CC[C@](F)(Br)C(F)(F)Br)N1" lumo_energy_ev=-3.740
Br -1.1298 -2.6725 -0.0088 -0.089
Br -2.7109 -0.3839 1.6805 -0.030
F -2.2649 -1.5180 -2.1862 -0.229
F 4.2584 0.6952 -0.2807 -0.237
F 3.9887 -1.4254 0.0657 -0.277
F -3.6660 -2.4378 -0.8088 -0.203
F -4.2086 -0.0438 -0.4876 -0.311
F 3.7688 -0.6169 -1.9297 -0.239
O 1.7252 1.1241 -0.7127 -0.422
N 0.1988 1.3135 1.0763 -0.115
N 1.7781 -0.4399 1.0368 -0.227
N 0.5503 -0.0263 2.9580 -0.274
C 0.3925 1.4591 -0.3729 -0.313
C -2.1022 0.8790 -0.8822 -1.118
C 3.5570 -0.3701 -0.6406 0.746
C -2.8757 -0.2760 -0.2458 0.478
C -0.6147 0.6908 -1.2295 -0.109
C -2.5812 -1.6769 -0.8913 0.463
C 0.8309 0.2727 1.6862 0.270
C 2.0517 -0.1839 -0.3939 -0.048
H 1.5499 -0.9410 -1.0039 0.266
H 0.6658 -0.9678 3.2967 0.220
H -2.6461 1.1135 -1.7965 0.422
H -0.3309 -0.3538 -1.3079 0.108
H 0.2786 2.5198 -0.5984 0.579
H -2.2220 1.7352 -0.2136 0.500
H 1.7379 -1.4353 1.2428 0.334
H 0.2942 2.1865 1.5855 0.345
H 0.1948 0.6704 3.5911 0.255
H -0.4684 1.1093 -2.2286 0.254